Formula: C2HNOS
Source: the Open Molecules 2025 dataset
Level of theory: ωB97M-V/def2-TZVPD

Structure (ORCA input):
```
! wB97M-V def2-TZVPD RIJCOSX def2/J DEFGRID3
* xyz 0 1
O 0.810 -2.011 0.046
C 0.244 -0.812 -0.043
N 0.623 0.480 -0.153
C -0.821 0.147 -0.145
S -2.105 1.030 0.062
H 1.248 1.164 0.234
*
```

HOMO-LUMO gap (alpha / beta) = 8.60 / 8.60 eV
E_LUMO (alpha / beta) = -1.149 / -1.149 eV
Energy relative to the best compared isomer or geometry (same formula, charge and spin) = 62.5 kcal/mol
HOMO (alpha / beta) = -9.751 / -9.751 eV
SMILES string = O=c1[nH]c1=S

---

Formula: C63H138F9N7O3PS
Source: the Open Molecules 2025 dataset
Level of theory: ωB97M-V/def2-TZVPD

Structure (ORCA input):
```
! wB97M-V def2-TZVPD RIJCOSX def2/J DEFGRID3
* xyz 5 1
P 3.314 -8.966 -5.404
F 3.210 -10.576 -5.230
F 4.064 -9.382 -6.825
F 1.874 -8.877 -6.141
F 3.539 -7.372 -5.511
F 2.542 -8.802 -3.973
F 4.739 -9.067 -4.594
C 11.340 -14.490 -2.263
C 10.045 -14.263 -3.046
C 9.405 -15.608 -3.535
N 8.094 -15.402 -4.435
C 6.918 -14.910 -3.601
C 7.735 -16.758 -5.139
C 6.887 -16.384 -6.349
C 7.410 -14.955 -6.730
C 8.317 -14.484 -5.661
H 11.658 -13.490 -1.965
H 12.160 -14.999 -2.769
H 11.046 -14.941 -1.315
H 10.045 -13.650 -3.948
H 9.371 -13.720 -2.384
H 9.271 -16.359 -2.756
H 10.168 -15.991 -4.212
H 6.879 -15.673 -2.824
H 5.907 -15.040 -3.989
H 7.201 -13.915 -3.257
H 7.322 -17.414 -4.374
H 8.701 -17.112 -5.499
H 5.848 -16.231 -6.058
H 6.771 -17.196 -7.067
H 6.653 -14.253 -7.078
H 8.026 -14.942 -7.630
H 8.212 -13.464 -5.291
H 9.320 -14.559 -6.080
C -2.251 -3.342 -6.992
C -2.375 -2.882 -5.462
C -1.213 -3.381 -4.504
N -1.469 -3.056 -3.070
C -0.560 -3.950 -2.128
C -0.592 -3.356 -0.703
C -0.313 -1.866 -0.533
C -1.155 -1.013 -1.408
C -1.058 -1.528 -2.867
C -2.969 -3.219 -2.590
H -1.286 -3.078 -7.424
H -3.057 -2.838 -7.524
H -2.484 -4.400 -7.117
H -3.308 -3.240 -5.028
H -2.402 -1.794 -5.410
H -0.203 -3.120 -4.821
H -1.269 -4.470 -4.528
H 0.487 -3.909 -2.428
H -1.059 -4.907 -2.279
H 0.258 -3.834 -0.216
H -1.551 -3.618 -0.257
H 0.729 -1.596 -0.706
H -0.416 -1.467 0.476
H -0.884 0.042 -1.376
H -2.184 -1.229 -1.120
H -0.046 -1.448 -3.265
H -1.547 -0.877 -3.592
H -3.196 -3.031 -1.541
H -3.199 -4.265 -2.791
H -3.559 -2.479 -3.132
C -4.635 -11.254 8.664
C -4.267 -11.323 7.172
C -2.700 -11.661 7.009
N -2.207 -11.754 5.548
C -2.877 -10.795 4.546
C -2.104 -10.757 3.231
C -0.636 -10.466 3.386
C 0.015 -11.444 4.296
C -0.674 -11.512 5.633
C -2.383 -13.256 5.165
H -4.247 -10.400 9.219
H -4.366 -12.201 9.131
H -5.690 -11.253 8.939
H -4.601 -10.341 6.837
H -4.868 -12.173 6.848
H -2.463 -12.599 7.511
H -2.056 -10.875 7.403
H -2.998 -9.904 5.163
H -3.853 -11.253 4.382
H -2.516 -10.035 2.526
H -2.259 -11.686 2.681
H -0.614 -9.507 3.904
H -0.168 -10.248 2.425
H 1.057 -11.218 4.521
H 0.030 -12.368 3.718
H -0.389 -10.577 6.116
H -0.187 -12.191 6.332
H -1.781 -13.300 4.257
H -3.431 -13.483 4.967
H -1.959 -13.887 5.946
C 11.901 -7.493 -7.931
C 11.836 -7.239 -9.501
C 13.190 -6.658 -9.745
N 13.557 -6.524 -11.247
C 12.980 -5.402 -12.095
C 13.433 -3.999 -11.678
C 15.003 -3.943 -11.685
C 15.668 -5.060 -10.884
C 15.125 -6.470 -11.272
C 13.136 -7.858 -11.873
H 10.918 -7.756 -7.541
H 12.215 -6.633 -7.340
H 12.575 -8.307 -7.664
H 11.143 -6.450 -9.794
H 11.711 -8.238 -9.919
H 13.845 -7.401 -9.290
H 13.446 -5.700 -9.291
H 11.893 -5.368 -12.019
H 13.285 -5.628 -13.116
H 13.161 -3.856 -10.632
H 12.910 -3.252 -12.276
H 15.452 -3.123 -11.125
H 15.409 -3.877 -12.695
H 15.822 -4.894 -9.818
H 16.658 -5.190 -11.321
H 15.521 -7.302 -10.690
H 15.244 -6.640 -12.342
H 13.476 -8.673 -11.235
H 13.606 -7.837 -12.857
H 12.046 -7.843 -11.886
C -5.310 -10.417 -7.573
C -4.937 -11.689 -8.404
C -3.440 -11.601 -8.701
N -2.809 -12.871 -9.478
C -1.229 -12.656 -9.272
C -0.496 -13.795 -9.892
C -0.806 -15.070 -9.128
C -2.190 -15.450 -9.182
C -3.102 -14.293 -8.816
C -3.277 -12.803 -10.935
H -5.204 -9.551 -8.226
H -4.673 -10.273 -6.700
H -6.297 -10.518 -7.122
H -5.575 -11.895 -9.264
H -5.137 -12.487 -7.688
H -2.848 -11.395 -7.809
H -3.301 -10.789 -9.414
H -0.982 -12.357 -8.253
H -1.143 -11.846 -9.996
H 0.586 -13.661 -9.926
H -0.894 -13.905 -10.901
H -0.564 -14.915 -8.077
H -0.130 -15.839 -9.502
H -2.323 -16.283 -8.491
H -2.294 -15.829 -10.198
H -3.018 -14.188 -7.735
H -4.168 -14.486 -8.940
H -2.686 -12.047 -11.451
H -4.355 -12.652 -10.889
H -3.026 -13.692 -11.514
C 7.475 -12.918 -13.577
C 7.441 -14.154 -14.446
C 8.699 -14.224 -15.330
N 9.027 -15.624 -15.930
C 10.272 -15.481 -16.883
C 10.672 -16.827 -17.435
C 10.949 -17.837 -16.391
C 9.794 -17.955 -15.504
C 9.250 -16.668 -14.808
C 7.743 -16.116 -16.696
H 8.341 -13.058 -12.929
H 6.469 -12.923 -13.157
H 7.642 -12.128 -14.309
H 6.526 -14.034 -15.027
H 7.295 -15.032 -13.816
H 9.577 -14.056 -14.707
H 8.656 -13.531 -16.170
H 11.042 -14.919 -16.355
H 9.967 -14.861 -17.726
H 11.434 -16.867 -18.213
H 9.849 -17.303 -17.967
H 11.891 -17.574 -15.908
H 11.136 -18.808 -16.850
H 9.912 -18.868 -14.920
H 8.963 -18.269 -16.135
H 9.900 -16.208 -14.063
H 8.340 -16.951 -14.278
H 7.834 -17.061 -17.232
H 7.660 -15.295 -17.409
H 6.930 -16.209 -15.977
C 8.400 4.076 -5.045
C 8.797 2.553 -5.072
C 7.458 1.699 -4.775
N 7.846 0.190 -4.718
C 8.918 -0.007 -3.663
C 9.051 -1.425 -3.081
C 7.714 -2.045 -2.738
C 6.719 -1.896 -3.819
C 6.573 -0.443 -4.193
C 8.360 -0.394 -6.089
H 9.324 4.652 -5.085
H 8.006 4.302 -4.054
H 7.714 4.433 -5.813
H 9.600 2.251 -4.399
H 9.073 2.229 -6.076
H 6.636 1.789 -5.486
H 7.145 1.851 -3.743
H 8.670 0.700 -2.871
H 9.858 0.284 -4.131
H 9.825 -1.448 -2.314
H 9.443 -2.056 -3.878
H 7.365 -1.672 -1.775
H 7.913 -3.079 -2.456
H 5.708 -2.254 -3.621
H 7.188 -2.557 -4.548
H 6.304 0.144 -3.315
H 5.865 -0.289 -5.007
H 8.599 -1.449 -5.955
H 9.227 0.141 -6.478
H 7.551 -0.030 -6.722
C 0.550 -16.401 -1.100
F 0.879 -15.362 -2.021
F 1.504 -16.254 -0.155
F -0.650 -16.200 -0.677
S 0.731 -18.092 -1.989
O 2.203 -18.297 -2.250
O 0.305 -19.150 -1.092
O 0.034 -18.000 -3.223
*
```

HOMO-LUMO gap = 4.87 eV
E_LUMO = -6.735 eV
HOMO = -11.608 eV

---

Formula: C6H9N2O2
Source: the Open Molecules 2025 dataset
Level of theory: ωB97M-V/def2-TZVPD

Structure (ORCA input):
```
! wB97M-V def2-TZVPD RIJCOSX def2/J DEFGRID3
* xyz -1 1
C -0.229 2.575 2.030
C 2.396 1.525 -0.134
C 0.614 2.065 0.913
C 0.243 1.025 0.087
N 1.961 2.312 0.834
N 1.383 0.746 -0.612
H 3.405 1.416 -0.491
H 1.438 -0.016 -1.273
H -0.518 0.236 0.149
H 0.227 2.394 3.008
H -1.202 2.090 2.090
H -0.389 3.654 1.907
C -1.251 -3.214 -1.795
C -1.466 -2.472 -0.468
O -1.552 -3.169 0.554
O -1.504 -1.198 -0.491
H -0.981 -4.221 -1.504
H -0.461 -2.711 -2.366
H -2.115 -3.037 -2.439
*
```

HOMO-LUMO gap = 8.02 eV
E_LUMO = 3.669 eV
Energy relative to the best compared isomer or geometry (same formula, charge and spin) = 23.2 kcal/mol
HOMO = -4.350 eV

---

Formula: C3H6N2O3
Source: the Open Molecules 2025 dataset
Level of theory: ωB97M-V/def2-TZVPD

Structure (ORCA input):
```
! wB97M-V def2-TZVPD RIJCOSX def2/J DEFGRID3
* xyz 0 1
C -2.982 -0.260 0.171
N -1.580 0.082 -0.337
O -1.299 1.330 0.215
C -0.747 -0.953 -0.116
N 0.543 -0.963 0.078
O 1.058 0.276 -0.203
C 2.396 0.465 -0.139
O 3.258 -0.300 0.266
H -3.185 -1.341 -0.063
H -3.690 0.390 -0.443
H -3.020 0.073 1.256
H -0.401 1.550 -0.214
H -1.179 -1.985 -0.146
H 2.586 1.523 -0.295
*
```

HOMO-LUMO gap = 9.68 eV
E_LUMO = 0.665 eV
Energy relative to the best compared isomer or geometry (same formula, charge and spin) = 127.8 kcal/mol
HOMO = -9.018 eV
SMILES string = CN(O)/C=N\OC=O

---

Formula: C20H34Br8F9Fe2O6
Source: the Open Molecules 2025 dataset
Level of theory: ωB97M-V/def2-TZVPD

Structure (ORCA input):
```
! wB97M-V def2-TZVPD RIJCOSX def2/J DEFGRID3
* xyz 1 9
Fe -0.841 10.037 24.255
Fe -2.653 11.636 26.368
C 0.058 11.998 26.810
O -1.042 12.724 27.346
O -0.557 11.152 25.945
C 1.075 12.982 26.200
F 0.433 13.949 25.532
F 1.884 13.510 27.110
F 1.859 12.379 25.282
C -0.762 13.651 28.425
C -2.123 14.088 28.944
H -2.672 14.504 28.102
H -2.662 13.307 29.477
H -2.038 14.896 29.674
H -0.274 14.537 28.031
H -0.308 13.072 29.230
H 0.575 11.516 27.653
C -3.346 10.314 23.335
O -2.165 9.741 22.692
O -2.851 10.541 24.560
C -3.966 11.437 22.511
F -3.077 12.373 22.131
F -4.594 10.952 21.453
F -4.842 12.121 23.248
C -2.254 9.189 21.368
C -0.910 8.623 20.925
H -0.932 8.498 19.845
H -0.156 9.410 21.061
H -0.646 7.747 21.515
H -2.452 9.957 20.622
H -2.979 8.375 21.361
H -4.108 9.522 23.304
C -4.547 10.938 28.164
O -3.384 10.165 27.785
O -4.339 12.081 27.510
C -5.832 10.177 27.823
F -5.984 9.052 28.530
F -6.882 10.953 28.151
F -5.949 9.954 26.511
C -3.104 8.886 28.368
C -1.757 8.437 27.826
H -1.887 8.125 26.784
H -0.949 9.161 27.942
H -1.362 7.564 28.352
H -3.858 8.170 28.059
H -2.958 9.000 29.444
H -4.437 11.085 29.252
Br 2.315 16.596 23.977
C 2.186 17.204 25.817
C 3.536 17.456 26.447
Br 4.568 15.785 26.392
H 1.695 16.394 26.351
H 1.531 18.071 25.852
H 3.417 17.679 27.505
H 4.077 18.275 25.982
Br -2.411 21.395 28.165
C -1.177 19.907 27.825
C -1.730 18.721 28.582
Br -0.378 17.316 28.660
H -0.218 20.247 28.201
H -1.126 19.747 26.753
H -2.629 18.392 28.064
H -2.067 19.003 29.575
Br -5.555 16.733 29.170
C -5.743 16.270 31.054
C -4.398 15.794 31.559
Br -4.497 15.570 33.487
H -6.510 15.506 31.095
H -6.049 17.128 31.646
H -3.548 16.401 31.268
H -4.210 14.804 31.143
Br -4.449 18.495 25.831
C -3.899 16.876 24.872
C -3.943 15.750 25.869
Br -3.201 14.123 25.036
H -2.907 17.049 24.472
H -4.614 16.699 24.076
H -4.947 15.438 26.145
H -3.422 15.947 26.801
*
```

HOMO-LUMO gap (alpha / beta) = 6.97 / 6.29 eV
E_LUMO (alpha / beta) = -4.655 / -5.334 eV
HOMO (alpha / beta) = -11.626 / -11.626 eV
<S²> = 20.017